*w*
The following is a quantum chemistry calculation of the ion C8H13N2 with charge +1, from OMol25.

As for the SMILES: C[C@@H]1CCC2=CCNC=[N+]21. The highest occupied orbital energy comes out at -12.88 eV. The value obtained for the frontier orbital gap is 9.272 eV. Its total charge is +1.

Atoms and positions in Å:
C (1.9542, 1.3417, -0.7259)
C (1.3495, 0.6227, 0.4757)
C (1.8740, -0.8103, 0.6465)
C (0.8820, -1.6833, -0.1290)
C (-0.4008, -0.9262, -0.0448)
C (-1.6576, -1.3125, -0.2257)
C (-2.7800, -0.3137, -0.0768)
N (-2.2688, 1.0496, 0.1108)
C (-1.0060, 1.3506, 0.3204)
N (-0.0853, 0.4243, 0.2825)
H (1.8643, 0.7396, -1.6263)
H (3.0075, 1.5357, -0.5419)
H (1.4630, 2.2973, -0.8946)
H (1.5059, 1.2214, 1.3776)
H (1.8751, -1.0860, 1.7012)
H (2.8883, -0.9122, 0.2667)
H (0.7903, -2.6856, 0.2841)
H (1.1847, -1.7827, -1.1737)
H (-1.9221, -2.3248, -0.4688)
H (-3.4242, -0.3280, -0.9640)
H (-3.4041, -0.5801, 0.7878)
H (-2.9607, 1.7851, 0.0987)
H (-0.7292, 2.3772, 0.5194)

Atomic partial charges in e from the Löwdin method, atoms 1 to 5: -0.020 -0.297 -0.105 -0.090 -0.183


*x*
The following is a quantum chemistry calculation of the ion C8H13N2 with charge +1, from OMol25.

As for the SMILES: CC#CC(C)(C)C=[N+]=NC. The highest occupied orbital energy comes out at -13.65 eV. The value obtained for the frontier orbital gap is 8.319 eV. Its total charge is +1.

Atoms and positions in Å:
C (-1.4147, -1.2749, -2.4365)
C (-1.1302, -0.5158, -1.2218)
C (-0.7155, 0.1366, -0.2815)
C (-0.2384, 1.0566, 0.7822)
C (-0.9685, 0.6665, 2.0896)
C (-0.3532, 2.4322, 0.2454)
C (1.2702, 1.0066, 0.8398)
N (1.8201, -0.0136, 0.3570)
N (1.7232, -0.8717, -0.4751)
C (1.6855, -2.2363, -0.2023)
H (-1.1862, -0.7742, -3.3149)
H (-2.3281, -1.7587, -2.3107)
H (-0.4869, -1.9738, -2.4100)
H (-2.0048, 0.6979, 1.7896)
H (-0.7004, 1.3203, 2.8797)
H (-0.9839, -0.3370, 2.3828)
H (-0.0825, 3.1696, 1.1196)
H (-1.4738, 2.5341, -0.1821)
H (0.3999, 2.4572, -0.5380)
H (1.7954, 1.7973, 1.3742)
H (1.1578, -2.4771, 0.6941)
H (1.4595, -2.6172, -1.2285)
H (2.7555, -2.4244, 0.0474)

Atomic partial charges in e from the Löwdin method, atoms 1 to 5: -0.038 -0.023 -0.008 -0.547 0.016


Which one is most stable, and which one is least stable? *w* is the most stable of them, while *x* is the least stable.


*w*
The following is a quantum chemistry calculation of the molecule C3H2Br2, from OMol25.

The highest occupied orbital energy (alpha / beta) comes out at -8.76 / -8.87 eV. The value obtained for the frontier orbital gap (alpha / beta) is 7.048 / 7.067 eV. Its total charge is 0.

Atoms and positions in Å:
C (-0.7474, 0.4362, 0.7632)
C (1.1420, -0.4881, -0.1252)
C (-0.1684, 0.1267, -0.5759)
Br (-1.7742, -0.9527, 1.4572)
Br (2.4473, 0.4963, 0.6654)
H (-0.6575, -0.6929, -1.2426)
H (-0.2417, 1.0745, -0.9420)

Atomic partial charges in e from the Löwdin method, atoms 1 to 5: -0.535 -0.542 -0.528 0.686 0.738


*x*
The following is a quantum chemistry calculation of the molecule C3H2Br2, from OMol25.

As for the SMILES: BrC1=C(Br)C1. The highest occupied orbital energy comes out at -8.34 eV. The value obtained for the frontier orbital gap is 8.210 eV. Its total charge is 0.

Atoms and positions in Å:
Br (2.4129, -2.4310, 0.2521)
C (1.6719, -0.7534, -0.1272)
C (1.7008, 0.7233, 0.1943)
Br (2.5709, 2.3275, 0.3824)
C (0.4112, 0.0142, 0.0873)
H (-0.3952, 0.2135, -0.6033)
H (0.0973, -0.2017, 1.1102)

Atomic partial charges in e from the Löwdin method, atoms 1 to 5: 0.702 -0.657 -0.707 0.761 -0.261


Which one is most stable, and which one is least stable? *x* is the most stable of them, while *w* is the least stable.


*w*
The following is a quantum chemistry calculation of the molecule C6H14N2O, from OMol25.

As for the SMILES: CC(=C(N)N)C(C)(C)O. The highest occupied orbital energy comes out at -7.07 eV. The value obtained for the frontier orbital gap is 8.014 eV. Its total charge is 0.

Atoms and positions in Å:
C (1.9260, -0.1678, -0.5248)
C (0.5849, -0.0874, 0.1552)
C (0.4282, -0.4563, 1.4597)
N (-0.7373, -0.2082, 2.1600)
N (1.4377, -1.0583, 2.2109)
C (-0.5836, 0.4361, -0.6192)
C (-1.6313, -0.6612, -0.8452)
C (-0.2193, 1.0747, -1.9570)
O (-1.2574, 1.5406, 0.2273)
H (1.9344, -0.9210, -1.3162)
H (2.1922, 0.7888, -0.9738)
H (2.7149, -0.4096, 0.1831)
H (-1.2746, 0.5693, 1.7260)
H (-0.6193, -0.1427, 3.1615)
H (1.1333, -1.4172, 3.1045)
H (2.0832, -1.6272, 1.6870)
H (-2.5156, -0.2573, -1.3373)
H (-1.9287, -1.1075, 0.0993)
H (-1.2078, -1.4354, -1.4808)
H (-1.1271, 1.4172, -2.4549)
H (0.2744, 0.3613, -2.6132)
H (0.4336, 1.9311, -1.8026)
H (-2.0408, 1.8380, -0.2494)

Atomic partial charges in e from the Löwdin method, atoms 1 to 5: -0.063 -0.217 -0.398 0.105 0.105


*x*
The following is a quantum chemistry calculation of a cluster of 2 separate species, C6H14N2O in total, from OMol25.

As for the SMILES: C[C@H]1C[C@@H]1O.[H]/N=C(/C)N. The highest occupied orbital energy comes out at -8.13 eV. The value obtained for the frontier orbital gap is 8.746 eV. Its total charge is 0.

Atoms and positions in Å:
C (-1.2255, 1.5889, -0.4824)
C (-1.3693, 0.0908, -0.4669)
C (-1.9919, -0.5951, -1.6573)
C (-0.5318, -0.8652, -1.4937)
O (-0.0831, -2.0672, -1.0964)
H (-0.8429, 1.9308, -1.4444)
H (-2.1869, 2.0802, -0.3137)
H (-0.5465, 1.9277, 0.3013)
H (-1.6317, -0.3355, 0.4945)
H (-2.6453, -1.4339, -1.4624)
H (-2.3021, 0.0242, -2.4910)
H (0.1509, -0.2703, -2.1081)
H (0.3528, -1.9925, -0.0524)
H (0.3621, -1.8582, 1.9951)
N (0.9365, -1.5375, 1.2219)
C (1.2530, -0.2858, 1.2508)
C (2.2125, 0.2386, 0.2275)
N (0.9848, 0.5438, 2.2979)
H (1.8543, 1.1784, -0.1878)
H (2.3327, -0.4853, -0.5712)
H (3.1835, 0.4101, 0.6937)
H (0.3897, 0.2302, 3.0472)
H (1.3441, 1.4828, 2.2976)

Atomic partial charges in e from the Löwdin method, atoms 1 to 5: -0.098 -0.282 -0.105 -0.391 -0.111


Which one is most stable, and which one is least stable? *w* is the most stable of them, while *x* is the least stable.